# C21H26BrN3O4Te4Ti

A structure of composition C21H26BrN3O4Te4Ti (the ωB97M-V functional and the def2-TZVPD basis, the OMol25 dataset).

The geometry in XYZ format:
```
60
C21H26BrN3O4Te4Ti the ωB97M-V functional and the def2-TZVPD basis
Ti -0.26905 -0.87814 -0.61905
C -0.98631 -1.18072 -4.79701
C -0.10328 -1.11174 -3.58092
O -0.70794 -0.70038 -2.50091
C 1.21744 -1.42783 -3.61483
C 2.05455 -1.24015 -2.43621
C 3.54655 -1.45236 -2.62548
N 1.60036 -0.87037 -1.30440
N -0.99725 -2.65688 -0.68147
C -1.81355 -2.33497 0.25613
O -1.75861 -1.10688 0.77964
C -2.85095 -3.26042 0.80294
C -3.66928 -2.86703 1.85461
C -4.63052 -3.73478 2.35609
C -4.77645 -5.00156 1.80852
C -3.95252 -5.40028 0.76090
C -2.99328 -4.53459 0.26226
H -1.82518 -1.85001 -4.59591
H -0.44144 -1.53668 -5.67112
H -1.39902 -0.19069 -5.00819
H 1.66197 -1.74645 -4.55038
H 3.99492 -0.59232 -3.13436
H 3.74285 -2.33524 -3.23951
H 4.01259 -1.57234 -1.64906
H -3.52378 -1.88308 2.28089
H -5.25715 -3.42678 3.18474
H -5.52098 -5.68278 2.20394
H -4.05520 -6.39435 0.34162
H -2.32819 -4.81831 -0.54360
C 3.04781 1.67809 -0.82117
O 1.90154 2.29504 -0.27404
C 2.04868 2.54134 1.11174
C 0.70167 2.79882 1.72872
O 0.03743 1.57463 1.84160
C -1.18747 1.65656 2.52036
H 3.92829 2.32795 -0.71675
H 2.84879 1.50098 -1.87742
H 3.23670 0.71624 -0.33574
H 2.69830 3.41536 1.27327
H 2.48865 1.66784 1.60627
H 0.12019 3.51085 1.11799
H 0.85724 3.25026 2.72126
H -1.89356 2.31952 1.99464
H -1.04870 2.03785 3.54039
H -1.59352 0.64739 2.55644
Te 1.68323 -1.45139 1.13633
Te 1.18514 -2.43297 3.74748
Te 3.47946 0.08394 6.47541
Te 3.66208 -2.03395 4.78336
Br -3.84605 4.80563 -2.37332
C -2.83517 3.33742 -1.72026
C -1.48244 3.26337 -1.99341
C -0.79080 2.16685 -1.50473
N -1.37847 1.21295 -0.78510
C -2.67790 1.30166 -0.52416
C -3.45831 2.35626 -0.97534
H -0.97451 4.02340 -2.56836
H 0.27315 2.05449 -1.66923
H -3.07915 0.48785 0.06986
H -4.51361 2.39824 -0.74949
```

Results
Energy   -157193.038 eV
Total charge   -2
ΔE to the lowest compared entry with this formula, charge and spin   0.210 eV
Kohn-Sham gap   3.5265 eV
Strongest force on any atom   0.01325 Eh/bohr